Below is C35H44N4OSi2V as an isolated structure, with properties calculated with ωB97M-V with the def2-TZVPD basis set.

Last column: Löwdin charge in e.
Atoms and positions in Å:
V1 -0.005 0.153 -0.285  0.5551
C1 -3.564 -2.339 -1.405  -0.0136
N1 -3.289 -1.242 -2.312  -0.0712
C2 -3.998 -1.218 -3.579  -0.1454
C3 -3.149 -0.509 -4.615  -0.1406
C4 -2.829 0.886 -4.116  -0.1454
N2 -2.379 0.863 -2.733  -0.0594
C5 -1.703 2.068 -2.295  -0.0233
C6 -2.567 -0.180 -1.884  -0.4568
O1 -2.085 -0.164 -0.729  -0.0837
H1 -3.507 -3.280 -1.954  0.0944
H2 -4.562 -2.247 -0.964  0.0996
H3 -2.822 -2.349 -0.614  0.0636
H4 -4.974 -0.728 -3.466  0.1323
H5 -4.188 -2.253 -3.868  0.1235
H6 -3.671 -0.447 -5.569  0.1210
H7 -2.223 -1.066 -4.764  0.1003
H8 -3.713 1.534 -4.194  0.1286
H9 -2.036 1.340 -4.716  0.1282
H10 -0.775 2.214 -2.852  0.0861
H11 -1.488 2.015 -1.229  0.0650
H12 -2.355 2.931 -2.457  0.1023
C7 3.982 2.456 -2.264  -0.1744
Si1 2.514 2.280 -1.090  0.3896
C8 3.187 2.187 0.659  -0.1521
C9 1.448 3.839 -1.238  -0.1756
N3 1.575 0.865 -1.362  -0.1551
C10 1.282 0.217 -2.522  -0.3957
C11 1.629 0.662 -3.819  -0.0411
C12 1.301 -0.072 -4.942  -0.0955
C13 0.604 -1.272 -4.854  -0.1266
C14 0.230 -1.723 -3.595  -0.0981
C15 0.558 -0.996 -2.462  -0.1061
H13 4.695 3.160 -1.825  0.0291
H14 3.715 2.844 -3.246  0.0145
H15 4.503 1.508 -2.401  0.0319
H16 3.614 3.142 0.972  0.0315
H17 3.966 1.427 0.721  0.0172
H18 2.419 1.902 1.379  0.0085
H19 2.031 4.734 -1.011  0.0248
H20 0.591 3.812 -0.555  0.0090
H21 1.060 3.951 -2.252  0.0185
H22 2.172 1.588 -3.929  0.0794
H23 1.606 0.296 -5.915  0.1011
H24 0.379 -1.848 -5.741  0.0940
H25 -0.301 -2.660 -3.476  0.1112
H26 0.286 -1.490 -1.515  0.0631
C16 -0.375 3.112 3.212  -0.0193
C17 -0.355 2.198 2.089  -0.1663
N4 -0.322 1.479 1.197  0.1005
H27 0.332 3.920 3.028  0.0934
H28 -0.087 2.571 4.113  0.0951
H29 -1.374 3.524 3.345  0.0924
C18 -0.430 -1.426 5.835  -0.1061
C19 0.810 -1.968 5.527  -0.0934
C20 1.254 -1.995 4.214  -0.1070
C21 0.495 -1.469 3.168  -0.2763
C22 -0.758 -0.949 3.505  -0.1408
C23 -1.223 -0.927 4.813  -0.1047
Si2 0.997 -1.538 1.321  0.7160
C24 2.894 -1.428 1.208  -0.2894
C25 3.750 -0.971 2.207  -0.1217
C26 5.110 -0.798 1.982  -0.1071
C27 5.652 -1.071 0.736  -0.1062
C28 4.819 -1.512 -0.284  -0.0909
C29 3.466 -1.680 -0.046  -0.1301
C30 0.539 -3.345 0.887  -0.2782
C31 1.434 -4.363 0.565  -0.0949
C32 0.996 -5.640 0.238  -0.0958
C33 -0.358 -5.935 0.233  -0.1072
C34 -1.271 -4.942 0.563  -0.1039
C35 -0.821 -3.670 0.878  -0.1321
H30 -0.781 -1.410 6.859  0.0956
H31 1.429 -2.384 6.313  0.0989
H32 2.206 -2.467 4.001  0.0979
H33 -1.394 -0.556 2.717  0.0778
H34 -2.206 -0.526 5.032  0.0951
H35 3.355 -0.708 3.180  0.0882
H36 5.745 -0.438 2.782  0.0986
H37 6.712 -0.935 0.558  0.0961
H38 5.224 -1.716 -1.269  0.1007
H39 2.831 -2.001 -0.868  0.0950
H40 2.500 -4.162 0.568  0.0926
H41 1.717 -6.409 -0.009  0.0977
H42 -0.700 -6.931 -0.018  0.0946
H43 -2.332 -5.162 0.578  0.0962
H44 -1.545 -2.905 1.147  0.0852

Computed properties:
- total energy (Ha) = -3177.4485
- ΔE to the lowest compared entry with this formula, charge and spin (eV) = 0.000
- expectation value of S² = 3.77
- largest force on an atom (eV/Å) = 0.579
- M (g mol⁻¹) = 643.88
- gap between HOMO and LUMO (alpha / beta) (eV) = 6.55 / 6.90
- 2S+1 = 4
- lowest unoccupied orbital energy (alpha / beta) (Ha) = 0.008 / 0.008

Below is C35H45Br2Cl3FeN6OSi4Te as an isolated structure, with properties calculated with ωB97M-V with the def2-TZVPD basis set.

Last column: Löwdin charge in e.
Atoms and positions in Å:
Fe1 -0.459 -0.191 0.152  0.3142
C1 -4.442 -1.263 -0.393  -0.0408
C2 -3.011 -1.132 0.013  -0.2639
N1 -2.225 -0.186 -0.392  -0.0818
N2 -2.638 0.740 -1.289  0.1151
C3 -1.624 1.520 -1.612  -0.4127
O1 -0.463 1.421 -1.059  -0.2765
C4 -1.874 2.505 -2.687  -0.1376
C5 -0.876 2.801 -3.610  -0.0329
C6 -1.140 3.636 -4.683  -0.0756
C7 -2.399 4.197 -4.831  -0.0824
C8 -3.394 3.920 -3.903  -0.0742
C9 -3.137 3.071 -2.841  -0.0227
C10 -2.340 -2.057 0.906  -0.1939
C11 -2.944 -3.191 1.443  -0.0153
C12 -2.228 -4.009 2.291  -0.0464
C13 -0.913 -3.674 2.587  -0.0344
C14 -0.375 -2.539 2.011  -0.0672
N3 -1.048 -1.741 1.185  0.0714
H1 -4.675 -0.500 -1.130  0.0614
H2 -5.092 -1.138 0.477  0.0915
H3 -4.629 -2.245 -0.830  0.0657
H4 0.101 2.349 -3.493  0.0401
H5 -0.367 3.840 -5.413  0.0969
H6 -2.607 4.837 -5.679  0.1027
H7 -4.377 4.356 -4.027  0.1037
H8 -3.907 2.829 -2.121  0.1107
H9 -3.969 -3.416 1.182  0.1158
H10 -2.681 -4.893 2.720  0.1130
H11 -0.312 -4.285 3.245  0.1093
H12 0.644 -2.253 2.234  0.1110
Br1 5.152 -0.789 3.559  0.7295
C15 3.584 -0.582 2.510  -0.6929
C16 3.432 -1.365 1.343  -0.1422
C17 2.293 -1.164 0.599  -0.2396
N4 1.328 -0.293 0.919  -0.0774
C18 1.455 0.434 2.087  -0.2133
C19 2.619 0.301 2.887  -0.0646
C20 0.334 1.239 2.407  -0.1859
C21 0.311 2.205 3.440  -0.0697
C22 -0.830 2.924 3.645  -0.6896
Br2 -0.885 4.230 5.018  0.7363
C23 -1.961 2.715 2.841  -0.1148
C24 -1.862 1.769 1.845  -0.1014
N5 -0.773 1.037 1.612  0.0320
H13 4.177 -2.090 1.053  0.0788
H14 2.122 -1.731 -0.312  0.0857
H15 2.720 0.875 3.796  0.1010
H16 1.188 2.378 4.046  0.0982
H17 -2.870 3.277 2.992  0.0941
H18 -2.713 1.582 1.202  0.1118
C25 5.637 -2.150 -1.441  -0.2065
Si1 5.806 -0.377 -2.077  0.3797
C26 6.000 0.793 -0.603  -0.2071
C27 7.308 -0.246 -3.220  -0.2073
Si2 3.921 0.247 -3.408  0.1347
Te1 2.085 0.954 -1.883  1.1734
Si3 4.353 2.352 -4.469  0.3545
C28 2.749 3.090 -5.148  -0.2229
C29 5.593 2.170 -5.884  -0.2067
C30 5.056 3.508 -3.146  -0.2181
Si4 3.450 -1.497 -4.958  0.3710
C31 4.844 -1.564 -6.238  -0.2010
C32 1.803 -1.107 -5.781  -0.2247
C33 3.432 -3.126 -4.018  -0.2065
H19 6.322 -2.344 -0.614  0.0397
H20 5.856 -2.874 -2.226  0.0189
H21 4.622 -2.349 -1.090  0.0051
H22 6.686 0.395 0.147  0.0338
H23 5.037 0.955 -0.115  0.0076
H24 6.378 1.768 -0.917  0.0181
H25 8.199 -0.672 -2.755  0.0368
H26 7.525 0.795 -3.467  0.0201
H27 7.134 -0.780 -4.157  0.0152
H28 2.201 2.359 -5.748  0.0247
H29 2.941 3.961 -5.777  0.0382
H30 2.095 3.405 -4.331  0.0092
H31 5.149 1.651 -6.734  0.0194
H32 6.480 1.613 -5.577  0.0168
H33 5.919 3.154 -6.229  0.0364
H34 4.450 3.456 -2.238  0.0160
H35 5.066 4.547 -3.481  0.0343
H36 6.078 3.234 -2.878  0.0200
H37 5.075 -0.583 -6.655  0.0036
H38 4.560 -2.219 -7.064  0.0378
H39 5.760 -1.965 -5.800  0.0203
H40 1.827 -0.165 -6.335  0.0202
H41 1.015 -1.047 -5.029  0.0018
H42 1.522 -1.904 -6.472  0.0306
H43 4.439 -3.485 -3.801  0.0160
H44 2.917 -3.888 -4.601  0.0362
H45 2.883 -3.032 -3.080  0.0244
Cl1 -3.126 -1.882 -3.356  0.6430
C34 -1.809 -2.754 -2.651  -1.3788
Cl2 -2.228 -4.255 -1.883  0.6210
Cl3 -0.800 -3.532 -4.643  -0.0268
C35 -0.865 -2.011 -1.984  -0.3338
N6 -0.080 -1.362 -1.401  0.1213

Computed properties:
- total energy (Ha) = -10982.8146
- ΔE to the lowest compared entry with this formula, charge and spin (eV) = 2.153
- expectation value of S² = 6.05
- largest force on an atom (eV/Å) = 1.229
- M (g mol⁻¹) = 1127.74
- gap between HOMO and LUMO (alpha / beta) (eV) = 4.88 / 4.85
- 2S+1 = 5
- lowest unoccupied orbital energy (alpha / beta) (Ha) = -0.016 / -0.114

Below is C35H45BrN4P2Pb as an isolated structure, with properties calculated with ωB97M-V with the def2-TZVPD basis set.

Last column: Löwdin charge in e.
Atoms and positions in Å:
C1 -0.637 7.426 -6.298  -0.0007
C2 -0.814 6.041 -6.541  -0.2271
C3 -1.126 5.658 -7.869  -0.0061
C4 -1.240 6.647 -8.851  -0.1105
N1 -1.073 7.962 -8.621  0.0915
C5 -0.777 8.324 -7.360  -0.1071
C6 -0.684 5.080 -5.501  0.0903
C7 -0.573 4.250 -4.602  0.0545
C8 -0.443 3.289 -3.561  -0.1921
C9 0.623 3.363 -2.628  0.0212
C10 0.745 2.415 -1.608  -0.1063
C11 -0.183 1.355 -1.468  -0.4593
C12 -1.244 1.288 -2.401  -0.1327
C13 -1.376 2.229 -3.427  0.0060
Pb1 0.000 0.000 0.000  1.1069
P1 1.890 -0.906 -1.023  0.8134
H1 -1.274 4.603 -8.117  0.1162
H2 -0.395 7.780 -5.292  0.1200
H3 -1.482 6.364 -9.885  0.1225
H4 -0.642 9.400 -7.185  0.1240
H5 -2.204 2.157 -4.141  0.1358
H6 1.350 4.177 -2.718  0.1448
H7 -1.982 0.482 -2.326  0.0889
H8 1.580 2.502 -0.904  0.1059
C14 2.187 -2.568 -0.242  -0.4717
C15 3.170 -3.547 -0.895  -0.1009
H9 1.181 -3.023 -0.190  0.0278
H10 2.456 -2.334 0.804  0.0291
H11 3.412 -4.358 -0.185  0.1043
H12 2.736 -4.017 -1.795  0.0778
H13 4.117 -3.063 -1.184  0.0689
C16 1.786 -1.172 -2.860  -0.3400
C17 2.859 -0.552 -3.763  -0.0927
H14 0.788 -0.790 -3.141  0.0634
H15 1.723 -2.268 -2.998  0.0743
H16 2.600 -0.728 -4.822  0.1011
H17 2.923 0.540 -3.618  0.0825
H18 3.860 -0.977 -3.588  0.0825
C18 3.386 0.157 -0.721  -0.3604
C19 4.776 -0.493 -0.751  -0.1037
H19 3.197 0.591 0.276  0.0781
H20 3.310 0.984 -1.453  0.0795
H21 5.549 0.281 -0.598  0.1053
H22 4.884 -1.228 0.064  0.0868
H23 4.992 -1.000 -1.705  0.0737
Br1 0.232 -1.718 1.861  0.4464
P2 -2.682 -3.594 -4.343  1.2781
C20 -0.804 -3.641 -4.206  -0.3825
C21 -0.200 -5.044 -4.356  -0.1364
H24 -0.493 -3.171 -3.252  0.0666
H25 -0.423 -2.991 -5.016  0.0905
H26 0.871 -4.987 -4.621  0.0891
H27 -0.282 -5.628 -3.423  0.0853
H28 -0.719 -5.612 -5.147  0.0854
C22 -3.160 -3.263 -2.556  -0.3805
C23 -4.572 -3.734 -2.182  -0.1344
H29 -3.086 -2.166 -2.427  0.0720
H30 -2.406 -3.717 -1.882  0.0870
H31 -4.652 -3.911 -1.095  0.0907
H32 -5.331 -2.982 -2.462  0.0889
H33 -4.831 -4.679 -2.690  0.0842
C24 -2.880 -1.837 -4.979  -0.3802
C25 -3.146 -1.765 -6.489  -0.1348
H34 -1.988 -1.239 -4.707  0.0851
H35 -3.735 -1.404 -4.426  0.0895
H36 -3.626 -0.808 -6.761  0.0941
H37 -2.210 -1.840 -7.071  0.0873
H38 -3.808 -2.587 -6.814  0.0838
N2 0.846 1.199 10.696  0.3463
C26 0.656 1.314 9.560  -0.0258
C27 0.396 1.446 8.151  -0.1177
C28 -0.852 1.882 7.700  0.0804
C29 -1.106 1.984 6.330  0.0788
C30 -0.114 1.652 5.378  -0.0465
C31 1.145 1.227 5.852  0.0666
C32 1.396 1.128 7.224  0.0754
N3 -0.422 1.647 3.960  0.0484
C33 -1.593 2.009 3.386  0.0083
C34 -1.558 1.650 2.061  -0.0793
N4 -0.373 1.075 1.804  -0.2046
C35 0.328 1.128 2.957  -0.1390
H39 -1.636 2.118 8.407  0.1593
H40 -2.097 2.291 6.032  0.1306
H41 1.936 0.946 5.174  0.1263
H42 2.368 0.788 7.564  0.1572
H43 -2.451 2.430 3.888  0.1492
H44 -2.374 1.730 1.355  0.1430
H45 1.301 0.675 3.080  0.1222

Computed properties:
- total energy (Ha) = -5027.5255
- total charge = +4
- ΔE to the lowest compared entry with this formula, charge and spin (eV) = 0.000
- largest force on an atom (eV/Å) = 6.837
- M (g mol⁻¹) = 870.83
- gap between HOMO and LUMO (alpha / beta) (eV) = 2.78 / 1.07
- lowest unoccupied orbital energy (alpha / beta) (Ha) = -0.480 / -0.543